C22H65N3O9 | ωB97M-V/def2-TZVPD

Calculated values
charge: 0
E_LUMO: 0.0111 Ha
structure (SMILES): COC[C@H](C)N.COC[C@H](C)N.COC[C@H](C)N.CCO.CCO.CCO.CCO.CCO.O
HOMO-LUMO gap: 9.3 eV
ΔE to the lowest compared entry with this formula, charge and spin: 5.108 eV
HOMO: -9.00 eV
multiplicity: 1

CARTESIAN COORDINATES (ANGSTROEM)
1 C -0.69619 -0.46994 -0.53561
2 O -1.43577 -0.05760 0.59905
3 C -2.82934 0.06256 0.42252
4 C -3.34935 0.85388 1.69354
5 C -4.90976 0.57763 1.77351
6 N -3.04865 2.24655 1.86985
7 H -0.77421 0.03671 -1.49754
8 H -1.08092 -1.45330 -0.80596
9 H 0.37879 -0.57073 -0.38607
10 H -3.14574 0.62031 -0.45890
11 H -3.18163 -0.96801 0.37876
12 H -2.99264 0.37320 2.60447
13 H -5.04732 -0.48410 1.56881
14 H -5.32844 1.09634 0.91110
15 H -5.46966 0.89894 2.65179
16 H -2.11052 2.41094 1.53372
17 H -3.62632 2.86752 1.32139
18 C -7.41037 -8.13326 0.69794
19 O -6.00197 -8.11621 0.41333
20 C -5.36139 -9.43196 0.74852
21 C -3.82127 -9.23950 0.94712
22 C -3.57361 -8.07059 1.82223
23 N -3.04565 -9.04666 -0.21990
24 H -7.78084 -8.20924 1.72023
25 H -7.85757 -9.01262 0.23445
26 H -7.80436 -7.29056 0.12983
27 H -5.67524 -9.65890 1.76739
28 H -5.70542 -10.25894 0.12735
29 H -3.36619 -10.10969 1.42017
30 H -2.51460 -7.81402 1.84964
31 H -3.95243 -8.26112 2.82637
32 H -4.01602 -7.13626 1.47673
33 H -2.93229 -8.05566 -0.37855
34 H -3.68925 -9.28272 -0.96163
35 C 9.97358 2.52281 1.53076
36 O 11.16784 1.71101 1.54567
37 C 11.63805 1.43665 0.21462
38 C 10.57689 0.89742 -0.73604
39 C 9.89313 -0.41304 -0.38886
40 N 11.24910 0.53847 -2.00577
41 H 9.26949 1.73542 1.26175
42 H 9.90297 3.42097 0.91724
43 H 9.63830 2.80707 2.52821
44 H 11.94192 2.43196 -0.10960
45 H 12.57808 0.89102 0.13268
46 H 9.85939 1.59498 -1.16812
47 H 8.99859 -0.60013 -0.98292
48 H 9.49501 -0.36833 0.62484
49 H 10.44293 -1.34839 -0.49343
50 H 11.88932 1.29353 -2.20603
51 H 10.61124 0.37811 -2.77226
52 C -6.71988 -3.67411 -3.91907
53 C -6.02448 -3.91324 -5.25472
54 O -6.15050 -5.24921 -5.57587
55 H -7.68204 -4.18616 -3.93165
56 H -6.76532 -2.64312 -3.56824
57 H -6.09955 -4.28356 -3.26190
58 H -4.95435 -3.70770 -5.28044
59 H -6.31066 -3.36119 -6.14995
60 H -6.66279 -5.70728 -4.90555
61 C 3.24903 5.90472 -2.43287
62 C 3.10035 5.40229 -3.85783
63 O 4.31768 5.07536 -4.41922
64 H 2.32513 5.62956 -1.92416
65 H 3.36877 6.98728 -2.47568
66 H 4.06226 5.39042 -1.92077
67 H 2.55313 6.14091 -4.44356
68 H 2.49357 4.49780 -3.90064
69 H 4.34547 5.11716 -5.37790
70 C 2.28138 0.13706 6.02712
71 C 3.12875 0.32914 4.84803
72 O 2.55634 1.15287 3.92091
73 H 2.54700 -0.66575 6.71490
74 H 1.26889 -0.02791 5.65871
75 H 2.39140 0.96446 6.72813
76 H 3.29754 -0.62113 4.34147
77 H 4.08295 0.77256 5.13257
78 H 2.12546 0.62097 3.24784
79 C -3.30600 4.12251 -6.92097
80 C -4.30630 3.07544 -7.27403
81 O -4.38038 3.18199 -8.68904
82 H -3.70644 5.10970 -7.15159
83 H -2.40167 3.86836 -7.47387
84 H -3.16799 4.09171 -5.84018
85 H -5.32863 3.05871 -6.89633
86 H -3.83210 2.11450 -7.07444
87 H -4.79527 4.02675 -8.87837
88 C 2.84128 7.52219 6.72379
89 C 2.94792 7.56849 5.20860
90 O 4.22672 7.58638 4.77563
91 H 3.01196 8.52932 7.10412
92 H 3.41674 6.70118 7.15143
93 H 1.78164 7.33949 6.90230
94 H 2.43732 8.43571 4.78988
95 H 2.38557 6.74009 4.77776
96 H 4.78288 7.43055 5.54245
97 O -11.55475 0.80153 4.37771
98 H -11.52241 1.33012 3.58036
99 H -11.62568 1.44072 5.08668